[1]
Computed, not measured: 2 unconnected molecules or ions with the total composition C2H3FS2 in a non-equilibrium geometry, with the ωB97M-V functional and the def2-TZVPD basis.

```
! RIJCOSX wB97M-V def2-TZVPD def2/J DEFGRID3
* xyz 0 1
C 1.692 -0.460 0.526
C 0.599 -0.108 0.018
F 2.856 0.202 0.230
S -2.735 0.840 -0.276
S -1.825 -0.724 0.517
H 1.909 -0.906 1.474
H 0.307 0.561 -0.777
H -2.803 0.595 -1.713
*
```

Summary:
HOMO level (alpha / beta): -9.23 / -9.20 eV
E_tot: -974.107000 Eh

[2]
Computed, not measured: a molecular structure, C2H3FeO3 in a non-equilibrium geometry, with the ωB97M-V functional and the def2-TZVPD basis.

```
! RIJCOSX wB97M-V def2-TZVPD def2/J DEFGRID3
* xyz 0 6
O -0.106 -1.272 0.705
C -0.234 -0.646 -0.458
C -1.116 0.604 -0.194
O -0.744 1.272 0.973
Fe 0.779 0.306 1.525
H -2.165 0.231 -0.150
H -1.044 1.228 -1.115
H 1.481 -0.208 -1.055
O 1.826 0.244 -0.035
*
```

Summary:
HOMO level (alpha / beta): -9.10 / -9.19 eV
E_tot: -1567.240298 Eh

[3]
Computed, not measured: a molecular structure, C2H3HgO2 in a non-equilibrium geometry, with the ωB97M-V functional and the def2-TZVPD basis.

```
! RIJCOSX wB97M-V def2-TZVPD def2/J DEFGRID3
* xyz 1 3
C -0.872 0.531 0.267
C 0.410 -0.217 0.035
O 1.523 0.387 -0.209
O -2.003 0.023 0.053
H 0.069 -1.018 -0.672
H -2.717 0.668 -0.112
Hg 3.481 0.009 -0.604
H 0.109 -0.384 1.242
*
```

Summary:
HOMO level (alpha / beta): -13.34 / -14.84 eV
E_tot: -381.424924 Eh

[4]
Computed, not measured: a molecular structure, C2H3I2NO in a non-equilibrium geometry, with the ωB97M-V functional and the def2-TZVPD basis.

```
! RIJCOSX wB97M-V def2-TZVPD def2/J DEFGRID3
* xyz 0 1
C -0.448 0.463 -0.398
C 0.798 0.857 -1.079
N -0.169 -0.251 0.710
O -1.545 0.789 -0.806
I 1.593 2.406 0.043
I 2.390 -0.975 -1.505
H 0.562 1.305 -2.123
H 0.807 -0.612 0.888
H -1.081 -0.773 0.901
*
```

Summary:
HOMO level: -9.75 eV
E_tot: -803.366033 Eh

[5]
Computed, not measured: a molecular structure, C2H3I2NO in a non-equilibrium geometry, with the ωB97M-V functional and the def2-TZVPD basis.

```
! RIJCOSX wB97M-V def2-TZVPD def2/J DEFGRID3
* xyz 0 1
C 0.810 -0.706 -0.833
C -0.411 -0.385 0.067
N -0.231 0.315 1.326
O 1.939 -0.212 -0.682
I -1.460 0.999 -1.406
I 1.040 1.984 1.320
H 0.566 -1.380 -1.578
H -1.046 -1.344 0.165
H -1.207 0.730 1.621
*
```

Summary:
HOMO level: -9.17 eV
E_tot: -803.326926 Eh

[6]
Computed, not measured: 2 unconnected molecules or ions with the total composition C2H3I3O in a non-equilibrium geometry, with the ωB97M-V functional and the def2-TZVPD basis.

```
! RIJCOSX wB97M-V def2-TZVPD def2/J DEFGRID3
* xyz 0 1
C 0.905 -2.105 -0.474
C 0.592 -1.173 0.449
O -0.646 -0.817 0.594
I -2.183 5.320 -1.361
I -1.741 3.639 0.727
I 2.005 0.025 1.576
H -0.009 -2.411 -0.943
H 1.877 -2.468 -0.669
H -0.799 -0.010 0.101
*
```

Summary:
HOMO level: -9.19 eV
E_tot: -1046.289848 Eh
SMILES: C=C(O)I.II

> Which formula does entry 4 have?

C2H3I2NO

> What is the E_tot in the fifth record?

-803.326926 Eh

> Which formula does entry 5 have?

C2H3I2NO

Repeat the third record exactly.
Computed, not measured: a molecular structure, C2H3HgO2 in a non-equilibrium geometry, with the ωB97M-V functional and the def2-TZVPD basis.

```
! RIJCOSX wB97M-V def2-TZVPD def2/J DEFGRID3
* xyz 1 3
C -0.872 0.531 0.267
C 0.410 -0.217 0.035
O 1.523 0.387 -0.209
O -2.003 0.023 0.053
H 0.069 -1.018 -0.672
H -2.717 0.668 -0.112
Hg 3.481 0.009 -0.604
H 0.109 -0.384 1.242
*
```

Summary:
HOMO level (alpha / beta): -13.34 / -14.84 eV
E_tot: -381.424924 Eh